# 1
ORCA calculation (the ωB97M-V functional and the def2-TZVPD basis) on a structure of composition C8H12.

The geometry in XYZ format:
```
20
Properties=species:S:1:pos:R:3
C -0.62 -1.22 0.00
C 0.28 1.56 -0.93
C -2.02 -0.70 -0.23
C 0.07 -1.77 -1.23
C 0.51 0.78 0.28
C 0.46 -0.19 1.08
C 1.69 1.83 1.57
C 2.38 2.11 2.53
H -0.66 -2.00 0.76
H 0.67 -0.58 2.05
H 0.64 1.04 -1.83
H 0.87 2.48 -0.86
H -0.76 1.85 -1.03
H -2.09 -0.02 -1.08
H -2.69 -1.55 -0.46
H -2.42 -0.21 0.66
H 0.04 -1.08 -2.08
H 1.12 -2.02 -1.03
H -0.44 -2.68 -1.56
H 2.97 2.37 3.38
```

Values from the calculation:
E_HOMO: -8.7 eV
LUMO: 0.030 Eh
frontier orbital gap: 0.3482 Ha

# 2
ORCA calculation (the ωB97M-V functional and the def2-TZVPD basis) on a structure of composition C8H12AgO5.

The geometry in XYZ format:
```
26
Properties=species:S:1:pos:R:3
O 0.60 -0.86 2.04
C 1.50 0.35 1.96
O 1.99 0.79 0.81
O 2.21 0.45 2.95
Ag 2.12 -1.44 4.28
C 1.42 0.51 -0.44
C 1.69 -0.63 -1.07
C 1.14 -1.04 -2.41
C 0.19 -0.08 -3.09
O -0.98 0.23 -2.21
C -2.00 -0.46 -2.15
O -2.83 -0.41 -1.21
H 0.84 1.34 -0.82
H 2.49 -1.26 -0.69
H 0.39 -1.40 2.82
H 0.67 -2.03 -2.31
H 1.97 -1.18 -3.11
H -0.22 -0.50 -4.02
H 0.62 0.91 -3.26
H -3.75 -0.62 -1.46
C -1.90 0.55 2.21
C -1.20 1.74 2.21
H -2.39 0.24 3.14
H -2.62 0.39 1.40
H -1.13 2.30 1.28
H -0.83 2.11 3.17
```

Values from the calculation:
E_HOMO (alpha / beta): -15.7 / -15.7 eV
LUMO (alpha / beta): -0.300 / -0.353 Eh
frontier orbital gap (alpha / beta): 0.2761 / 0.2232 Ha
2S+1: 2
charge: +2

# 3
ORCA calculation (the ωB97M-V functional and the def2-TZVPD basis) on a structure of composition C8H12B2CoF5N4O4.

The geometry in XYZ format:
```
36
Properties=species:S:1:pos:R:3
Co 0.25 -0.09 0.10
C 0.26 -3.93 -1.75
C 0.19 -2.50 -1.30
N 0.27 -2.10 -0.14
O 0.31 -2.97 0.91
B -0.79 -2.78 1.78
F -1.77 -2.05 1.34
F -0.82 -3.50 2.85
O -0.07 -0.50 3.02
N -0.34 0.28 2.14
C -0.26 1.64 2.50
C -0.02 1.95 3.94
C -0.18 2.54 1.53
N -0.19 2.01 0.24
O 0.00 2.80 -0.63
B -0.44 1.71 -2.67
F -0.29 2.96 -3.11
F -1.55 1.27 -2.12
O 0.65 0.86 -2.62
N 0.38 -0.26 -1.85
C 0.20 -1.39 -2.35
C 0.13 -1.65 -3.85
C 0.14 3.99 1.64
H 0.39 -4.58 -0.89
H 1.16 -3.99 -2.38
H -0.59 -4.22 -2.35
H 0.34 1.10 4.51
H -0.91 2.32 4.42
H 0.71 2.75 3.98
H 0.69 -0.87 -4.34
H -0.90 -1.57 -4.20
H 0.50 -2.63 -4.07
H -0.38 4.44 2.49
H -0.14 4.54 0.75
H 1.21 4.11 1.82
F 1.87 0.31 0.64
```

Values from the calculation:
E_HOMO (alpha / beta): -17.7 / -18.2 eV
LUMO (alpha / beta): -0.375 / -0.399 Eh
frontier orbital gap (alpha / beta): 0.2766 / 0.2681 Ha
2S+1: 5
charge: +2

Number 1: E_tot -8483.8678 eV. Number 2: E_tot -22703.1839 eV. Number 3: E_tot -75191.6025 eV.